Entry 1:
15
Properties=species:S:1:pos:R:3:forces:R:3 method="wB97M-V/def2-TZVPD" multiplicity=1 gap_ha=0.383 energy_ha=-358.8957 lumo_energy_ev=0.75 largest_force_ev_per_a=4.51 relative_energy_kcal_mol=77.0
H 2.864577 0.105716 0.304477 0.7 -0.3 0.4
N 2.570704 0.398174 1.249221 0.1 -0.2 -1.4
C 1.322326 0.375355 1.163635 -1.8 -0.5 -1.4
N 0.469116 -0.124162 0.087945 2.8 0.1 1.8
C 0.495532 -1.509696 -0.281018 2.4 -2.8 -2.6
C -0.900769 -1.385134 -0.864757 0.6 3.0 0.2
C -0.967618 -0.098654 0.103627 0.3 -0.2 -0.9
C -1.475775 1.175082 -0.377512 -1.6 0.4 -2.4
N -1.970095 1.922872 -1.118557 0.8 -0.5 1.5
H 0.709813 0.785536 1.900160 -0.8 0.8 1.7
H 1.289815 -1.803360 -1.058484 -1.0 0.8 0.7
H 0.680345 -2.364797 0.419950 -0.7 1.2 0.6
H -1.613727 -2.144725 -0.700929 -0.8 -0.7 -0.2
H -0.824268 -0.897534 -1.847605 -0.4 -1.0 0.0
H -1.436790 -0.400738 0.988313 -0.6 -0.2 1.8

Entry 2:
114
Properties=species:S:1:pos:R:3:forces:R:3 method="wB97M-V/def2-TZVPD" multiplicity=1 gap_ha=0.313 energy_ha=-26494.6171 lumo_energy_ev=-0.39 largest_force_ev_per_a=4.41 relative_energy_kcal_mol=0.0
C 4.939758 -2.993407 -1.298950 -0.9 0.6 0.7
C 4.030674 -2.128635 -0.433497 1.7 -1.9 -1.0
C 3.915042 -2.472087 0.879217 0.2 -0.5 0.7
C 3.104293 -1.725689 1.672368 0.1 -0.7 1.5
C 2.431920 -0.668011 1.166815 -1.2 1.1 1.3
C 2.563691 -0.296791 -0.128747 -0.8 0.9 -0.8
C 1.820705 0.920131 -0.692324 1.2 -1.4 0.5
N 0.426393 0.944887 -0.296930 -0.3 0.4 -0.4
C -0.747571 0.421805 -0.779581 0.8 -0.1 -0.6
N -0.897703 -0.286491 -1.875727 -0.1 0.5 0.1
C 0.137889 -0.620243 -2.824150 0.5 0.1 -0.5
C 0.459927 0.464129 -3.864401 -0.5 0.1 -0.4
C -0.738677 1.257225 -4.449149 0.7 0.3 -0.2
C -0.616648 2.781338 -4.212699 -0.6 -0.7 -0.4
S -1.979486 3.425811 -3.252279 0.0 1.9 1.2
O -2.505668 4.594118 -3.869865 -0.3 0.2 -1.4
O -1.497816 3.699863 -1.924327 0.4 -1.2 0.7
O -3.119026 2.373410 -3.219518 0.7 0.6 -0.4
C -2.297311 -0.816313 -2.158555 -1.9 -0.6 0.2
O -3.209674 0.014889 -2.325456 1.0 0.4 0.3
O -2.363108 -2.028855 -2.159976 0.7 -0.5 -0.2
N -1.752264 0.744908 0.046127 -1.3 -0.2 0.2
C -1.250403 1.485831 0.992104 -0.4 -0.9 -1.4
N 0.059101 1.624282 0.822223 0.0 2.8 1.6
P 1.020028 2.587437 1.982971 3.0 -2.2 2.4
O 1.853911 3.733251 1.184163 -1.2 0.2 -0.6
O -0.042972 3.268258 2.980686 -0.5 0.4 -2.2
C 3.372058 -1.056217 -0.926920 -0.1 1.0 -1.4
H 4.534473 -3.033118 -2.303605 0.3 -0.1 -0.3
H 4.930376 -3.992758 -0.864437 0.4 0.6 -0.4
H 5.937147 -2.564154 -1.247622 0.2 -0.2 -0.4
H 4.445814 -3.312646 1.298697 0.1 -0.2 -0.1
H 2.977436 -1.971993 2.714311 0.0 -0.1 0.2
H 1.788274 -0.131151 1.847132 -0.1 0.2 0.0
H 2.356757 1.783277 -0.313115 -0.5 0.5 -0.1
H 1.962902 0.872181 -1.762703 -0.5 0.4 -0.1
H 1.068344 -0.914260 -2.340750 -0.1 -0.1 0.3
H -0.184866 -1.510031 -3.351426 -0.4 -0.1 0.1
H 1.202410 1.180563 -3.512948 0.0 0.0 0.2
H 0.932186 -0.035773 -4.708729 0.2 -0.2 0.1
H -1.720929 0.920730 -4.126583 0.1 -0.3 0.2
H -0.717754 1.120914 -5.526394 -0.1 -0.1 -0.1
H -0.633741 3.326156 -5.150440 -0.2 0.1 -0.1
H 0.304139 3.067489 -3.715413 -0.1 0.0 0.4
H -3.084868 1.839285 -2.396711 -0.1 -1.1 -0.1
H -1.845889 1.898112 1.781872 0.2 0.2 0.3
H 2.744712 3.661751 1.549257 0.1 0.1 0.0
H -0.587391 3.962926 2.558728 -0.1 0.2 0.2
H 3.510095 -0.791140 -1.967629 -0.1 0.0 -0.2
C 4.827186 -7.730233 -0.651952 0.0 -0.1 0.2
Cl 6.551745 -8.023702 -0.409850 0.0 0.0 0.0
Cl 4.477662 -6.015375 -0.374002 -0.1 -0.8 0.0
Cl 4.383357 -8.190987 -2.298047 0.1 0.0 0.0
Cl 3.894727 -8.699163 0.491945 0.0 0.0 0.0
C -1.220124 6.772665 0.247570 0.0 0.1 -0.2
Cl -2.111451 5.763836 1.418366 0.0 -0.1 0.1
Cl -0.754353 8.288066 1.030003 0.0 0.0 0.1
Cl 0.227364 5.924251 -0.284691 0.0 0.0 0.1
Cl -2.256110 7.106407 -1.125841 0.0 -0.1 0.0
C -3.751684 8.893394 -4.657520 -0.1 -0.1 0.0
Cl -2.973045 9.859795 -3.395907 0.0 0.0 0.0
Cl -3.675499 7.186308 -4.230533 0.1 0.1 -0.1
Cl -5.440671 9.395107 -4.817637 0.0 0.0 0.0
Cl -2.915501 9.156178 -6.193629 0.0 0.0 0.0
C -6.480274 3.013397 -1.735909 0.1 0.0 -0.2
Cl -5.186314 2.322435 -0.743007 0.0 0.0 0.0
Cl -7.805279 1.855198 -1.839496 0.1 0.1 0.1
Cl -7.059344 4.512131 -0.991671 0.0 0.0 0.0
Cl -5.871917 3.356658 -3.352672 -0.2 0.1 0.1
C 3.655641 -2.802051 6.780663 0.0 -0.1 0.0
Cl 2.265839 -2.007131 6.033256 0.0 0.0 0.0
Cl 4.360047 -3.946434 5.633074 0.0 0.0 0.0
Cl 4.860508 -1.583762 7.216276 -0.6 0.4 0.1
Cl 3.136573 -3.662081 8.228935 0.0 0.0 0.0
C 8.838916 -3.819988 6.667858 0.1 0.1 0.1
Cl 10.356647 -2.922197 6.758895 -0.1 0.0 0.1
Cl 8.633263 -4.457479 5.029759 0.0 0.0 0.0
Cl 8.872496 -5.158448 7.819372 0.0 0.0 0.0
Cl 7.484494 -2.748967 7.049729 0.5 -0.4 -0.1
C -10.663418 -0.453454 0.415805 0.0 0.1 0.0
Cl -9.497906 0.200311 1.574479 0.0 -0.1 0.0
Cl -10.916320 -2.170984 0.741585 0.0 0.0 0.0
Cl -12.200125 0.407000 0.567271 0.0 -0.1 -0.1
Cl -10.033837 -0.248940 -1.218491 -0.2 -0.2 0.0
C -6.999747 -2.485746 -3.347087 0.1 0.1 0.1
Cl -8.371499 -1.489498 -3.870894 0.0 0.0 -0.2
Cl -6.468014 -3.503034 -4.694994 -0.1 0.0 0.0
Cl -5.671448 -1.461677 -2.827798 0.0 0.0 -0.1
Cl -7.524675 -3.515956 -2.004722 0.0 0.0 0.0
C 0.086839 2.627768 6.930618 -0.1 0.0 0.0
Cl 1.132553 4.013363 7.254308 0.0 0.0 0.0
Cl 1.064044 1.251629 6.403962 0.1 0.0 0.1
Cl -0.795267 2.199218 8.398300 0.0 0.0 0.0
Cl -1.049760 3.030467 5.642185 -0.2 0.0 0.4
C 2.688470 -4.461837 -5.123188 -0.1 -0.1 0.0
Cl 4.004895 -3.287007 -5.276249 0.0 0.0 0.0
Cl 2.324003 -5.136798 -6.713172 0.0 0.0 0.0
Cl 3.161961 -5.756477 -4.024453 0.2 0.2 -0.2
Cl 1.253829 -3.660126 -4.477359 0.0 0.0 0.0
C -12.029291 3.167498 3.556325 0.1 0.0 0.0
Cl -11.000426 3.203749 2.122749 -0.1 0.2 0.1
Cl -12.387413 4.821313 4.067837 0.0 0.0 0.0
Cl -13.542769 2.331083 3.192067 0.0 0.0 0.0
Cl -11.189426 2.317691 4.858608 0.0 0.0 0.0
C 0.343096 -5.781436 -0.519994 -0.1 0.0 0.0
Cl -1.244317 -5.247562 -1.029903 -0.1 0.1 0.0
Cl 1.047485 -6.821180 -1.767418 -0.1 0.0 0.2
Cl 1.384317 -4.366345 -0.276253 0.0 0.0 0.0
Cl 0.219979 -6.686626 0.997430 0.1 0.0 0.0
C 13.292073 -1.915108 3.507263 0.0 0.0 0.0
Cl 14.141219 -2.252963 5.019994 0.0 0.0 0.0
Cl 13.359890 -0.182372 3.168695 0.0 0.0 0.0
Cl 14.061906 -2.803461 2.188766 0.0 0.0 0.0
Cl 11.608020 -2.421143 3.657774 0.1 0.0 -0.1

Entry 3:
35
Properties=species:S:1:pos:R:3:forces:R:3 method="wB97M-V/def2-TZVPD" smiles="CC(=O)N(C)CCCCc1ccc2nsnc2c1" multiplicity=1 gap_ha=0.250 energy_ha=-1142.7844 lumo_energy_ev=-1.55 largest_force_ev_per_a=7.61 relative_energy_kcal_mol=336.8
C 4.436185 -1.977983 0.410792 0.5 0.5 -0.9
C 4.092352 -0.343979 0.509647 1.1 0.9 3.7
O 4.304725 0.233977 1.694646 -1.4 -2.5 -7.0
N 3.624659 0.331864 -0.758859 -0.6 -1.4 2.8
C 2.895324 -0.602051 -1.696784 -0.7 -0.3 -1.4
C 2.883668 1.623936 -0.508227 0.1 1.1 0.9
C 1.602062 1.514108 0.506831 -1.2 1.1 -0.5
C 0.207902 0.977796 -0.218286 0.4 -0.2 1.4
C -0.987110 1.165882 0.896821 -0.5 -1.5 0.0
C -2.434286 0.485925 0.411792 -2.8 -0.9 1.5
C -2.789256 0.207747 -1.175915 -4.0 -1.8 1.6
C -4.232730 -0.511746 -1.578815 2.4 1.3 3.8
C -5.213216 -0.900822 -0.294170 -2.1 -0.8 2.6
N -6.563696 -1.588075 -0.279249 3.2 1.8 1.6
S -7.233429 -1.760425 1.346968 5.2 2.5 -2.1
N -5.957209 -1.001746 2.316652 2.1 0.2 -5.9
C -4.900903 -0.597287 1.287758 0.3 0.3 0.3
C -3.472913 0.117582 1.669558 0.2 -0.3 -4.6
H 5.205443 -2.322879 1.245387 -2.0 1.1 -1.6
H 3.436529 -2.623553 0.454185 2.3 1.5 -0.1
H 5.008406 -2.156259 -0.621394 -1.5 0.2 2.1
H 3.628038 -1.199635 -2.422553 -1.5 1.2 1.9
H 2.179841 -1.315666 -1.107508 1.4 1.1 -1.3
H 2.206504 0.037341 -2.432531 1.6 -1.3 1.8
H 3.643281 2.388331 -0.010439 -1.6 -1.7 -1.2
H 2.548297 2.048958 -1.555010 0.7 -0.8 2.2
H 1.350754 2.625488 0.863216 0.7 -2.3 -0.7
H 1.786873 0.893130 1.481863 0.0 1.1 -2.1
H -0.042363 1.534822 -1.217917 0.6 -1.0 1.9
H 0.358151 -0.177846 -0.386526 -0.6 2.3 0.0
H -0.664484 0.521475 1.848635 -0.7 1.4 -2.0
H -1.130237 2.263140 1.283287 0.2 -2.0 -1.1
H -2.039995 0.505576 -2.055557 -1.9 -0.7 2.3
H -4.558557 -0.764435 -2.686216 0.8 0.6 2.7
H -3.178611 0.367309 2.777917 -0.6 -0.6 -2.5

Entry 4:
16
Properties=species:S:1:pos:R:3:forces:R:3 method="wB97M-V/def2-TZVPD" multiplicity=1 gap_ha=0.414 energy_ha=-271.6881 lumo_energy_ev=1.12 largest_force_ev_per_a=3.40 relative_energy_kcal_mol=40.5
C 0.201424 1.474978 0.233870 0.0 0.1 0.1
C 0.074241 0.069636 -0.350193 -0.2 0.0 0.3
C 1.373762 -0.315749 -1.090722 -0.1 -0.1 0.1
C -0.281592 -0.958359 0.760763 0.2 -0.1 0.8
C -2.599525 -0.543292 0.996847 -3.1 0.6 -1.0
O -2.800507 -0.361650 -0.112760 0.0 -0.1 0.7
H 0.459344 2.214988 -0.532819 0.0 -0.2 0.1
H 0.985546 1.501629 1.001083 -0.1 0.0 -0.1
H -0.738419 1.788954 0.700191 0.1 0.0 0.0
H -0.720712 0.084521 -1.111162 0.1 -0.1 0.3
H 1.303844 -1.304894 -1.557919 0.0 0.1 0.1
H 1.606349 0.405303 -1.889400 -0.2 -0.1 0.3
H 2.233076 -0.328791 -0.408830 -0.2 0.0 0.0
H -0.361269 -1.961377 0.307805 -0.1 0.2 0.4
H 0.477172 -0.960108 1.533007 0.8 -0.2 -0.1
H -1.212734 -0.805791 1.520238 2.8 -0.2 -2.0